The following is a quantum chemistry calculation of a cluster of 7 separate species, C43H94F9N5O3PS in total in a non-equilibrium geometry, from the Open Molecules 2025 dataset.

- Kohn-Sham gap: 8.02 eV
- Highest occupied orbital energy: -13.717 eV
- Maximum force: 2.7 eV Å⁻¹
- Spin multiplicity: 1
- Relative energy (zero: lowest compared OMol25 entry of this formula, charge and spin): 19.9 kcal per mole
- Net charge: +3
- LUMO level: -0.209 Ha

CARTESIAN COORDINATES (ANGSTROEM)
P  32.563  -13.929  10.115
F  33.122  -15.470  9.992
F  32.974  -13.900  11.668
F  34.022  -13.342  9.641
F  32.087  -12.400  10.177
F  32.099  -14.174  8.591
F  31.053  -14.402  10.529
C  37.809  -8.432  14.481
C  37.353  -9.427  13.416
C  35.819  -9.536  13.423
N  35.319  -10.781  12.741
C  35.320  -11.961  13.709
C  33.852  -10.583  12.307
C  33.970  -9.911  10.929
C  35.356  -10.296  10.388
C  35.969  -11.175  11.464
H  37.347  -8.552  15.462
H  37.726  -7.386  14.186
H  38.867  -8.611  14.682
H  37.900  -10.338  13.670
H  37.704  -9.116  12.432
H  35.367  -8.670  12.940
H  35.451  -9.490  14.447
H  34.981  -12.830  13.152
H  34.669  -11.737  14.547
H  36.380  -12.037  13.947
H  33.362  -11.553  12.314
H  33.382  -9.895  13.005
H  33.196  -10.292  10.266
H  33.859  -8.830  10.963
H  35.283  -10.808  9.429
H  35.966  -9.416  10.180
H  35.830  -12.240  11.284
H  37.051  -11.039  11.498
C  31.789  -17.714  5.147
C  30.871  -17.431  6.346
C  29.662  -16.569  5.937
N  28.737  -16.184  7.077
C  29.496  -15.399  8.100
C  28.044  -17.456  7.577
C  26.910  -17.656  6.540
C  26.764  -16.375  5.690
C  27.591  -15.395  6.533
H  32.412  -16.853  4.876
H  31.210  -17.836  4.232
H  32.504  -18.457  5.491
H  31.478  -16.850  7.051
H  30.568  -18.283  6.954
H  29.056  -17.037  5.169
H  30.105  -15.648  5.555
H  28.698  -15.045  8.752
H  29.959  -14.526  7.647
H  30.269  -15.980  8.584
H  27.715  -17.173  8.574
H  28.699  -18.318  7.563
H  26.014  -17.863  7.126
H  27.171  -18.561  5.998
H  25.747  -16.015  5.587
H  27.240  -16.504  4.721
H  26.874  -15.139  7.316
H  27.916  -14.493  6.019
C  38.182  -13.521  8.700
C  36.755  -13.623  8.188
C  36.678  -13.371  6.679
N  35.337  -13.620  6.045
C  34.818  -15.022  6.257
C  35.480  -13.339  4.557
C  35.555  -11.810  4.464
C  34.790  -11.318  5.694
C  34.324  -12.563  6.451
H  38.701  -12.637  8.307
H  38.823  -14.305  8.290
H  38.231  -13.418  9.781
H  36.126  -12.840  8.626
H  36.310  -14.558  8.526
H  37.389  -14.116  6.301
H  37.098  -12.415  6.383
H  33.840  -15.085  5.787
H  34.691  -15.233  7.314
H  35.543  -15.610  5.699
H  34.616  -13.755  4.041
H  36.364  -13.857  4.192
H  35.164  -11.382  3.546
H  36.595  -11.488  4.496
H  33.955  -10.664  5.457
H  35.401  -10.796  6.437
H  33.418  -12.930  5.959
H  34.131  -12.615  7.518
C  34.583  -19.780  7.998
C  34.910  -19.792  9.499
C  35.326  -18.377  9.878
N  35.761  -18.160  11.303
C  34.559  -18.193  12.207
C  34.958  -17.760  13.623
C  35.550  -16.377  13.668
C  36.754  -16.220  12.714
C  36.390  -16.769  11.333
C  36.765  -19.197  11.737
H  35.420  -20.089  7.374
H  34.353  -18.764  7.648
H  33.667  -20.321  7.771
H  35.702  -20.506  9.703
H  34.003  -20.040  10.050
H  34.630  -17.580  9.624
H  36.234  -18.130  9.310
H  33.822  -17.467  11.871
H  34.149  -19.185  12.387
H  34.107  -17.852  14.301
H  35.600  -18.564  13.998
H  34.831  -15.608  13.367
H  35.880  -16.212  14.695
H  37.060  -15.178  12.785
H  37.539  -16.828  13.173
H  35.571  -16.175  10.916
H  37.202  -16.701  10.611
H  37.180  -18.941  12.702
H  37.538  -19.184  10.971
H  36.277  -20.166  11.770
C  30.458  -9.906  12.588
C  29.440  -11.020  12.891
C  30.089  -12.349  13.181
N  29.163  -13.493  13.584
C  28.082  -13.659  12.529
C  27.355  -15.015  12.630
C  28.346  -16.179  12.649
C  29.330  -16.004  13.787
C  30.103  -14.713  13.664
C  28.665  -13.259  14.982
H  31.093  -9.649  13.434
H  29.877  -9.043  12.271
H  31.098  -10.235  11.766
H  28.849  -11.143  11.980
H  28.736  -10.729  13.672
H  30.788  -12.329  14.022
H  30.666  -12.658  12.309
H  28.653  -13.614  11.603
H  27.332  -12.890  12.694
H  26.588  -15.154  11.869
H  26.800  -15.060  13.573
H  28.931  -16.125  11.725
H  27.796  -17.115  12.698
H  30.022  -16.849  13.805
H  28.814  -16.069  14.751
H  30.623  -14.719  12.702
H  30.925  -14.632  14.374
H  29.521  -13.202  15.650
H  28.065  -14.099  15.311
H  28.147  -12.305  14.947
C  31.128  -18.176  10.633
F  30.113  -18.165  9.756
F  32.265  -18.328  9.940
F  31.056  -17.000  11.256
S  30.844  -19.560  11.884
O  29.485  -19.241  12.238
O  30.909  -20.777  11.076
O  31.855  -19.406  12.917